Below is C19H49InN4O10V as an isolated structure in a non-equilibrium geometry, with properties calculated with the ωB97M-V functional and the def2-TZVPD basis.

```
84
C19H49InN4O10V | the Open Molecules 2025 dataset | the ωB97M-V functional and the def2-TZVPD basis
O 6.24270 20.20155 -1.72501
V 6.16149 19.30393 -3.00273
O 7.52497 19.50007 -3.86660
In -0.50423 14.85484 -6.15629
O 1.75662 22.77149 -7.29123
C 2.27272 21.72286 -6.83854
O 3.26547 21.85203 -6.09340
O 1.66875 20.60205 -6.88342
H 2.61715 23.10251 -7.02381
C 0.98239 29.56405 -12.52954
O 0.74039 28.43700 -11.73485
C -0.44383 27.65315 -11.91894
C -0.80824 26.98715 -10.66396
N -1.74564 27.89913 -9.95838
C -1.87726 27.69038 -8.52551
C -2.88230 26.62938 -8.08847
O -3.08887 26.56296 -6.66433
C -1.97161 26.03026 -6.01247
H 0.89775 29.27318 -13.57660
H 1.87826 30.07121 -12.17138
H 0.18424 30.25310 -12.25342
H -0.36815 26.91326 -12.71576
H -1.10892 28.41921 -12.31757
H 0.09901 26.85922 -10.07353
H -1.20732 25.99755 -10.88655
H -1.57327 28.87680 -10.14426
H -1.99895 28.68022 -8.08561
H -0.93977 27.34670 -8.08838
H -2.67056 25.62645 -8.45916
H -3.87874 26.81859 -8.48773
H -1.71214 25.06236 -6.44136
H -2.44230 25.76105 -5.06691
H -1.10184 26.66805 -5.85493
C -4.78194 18.09057 -10.84104
C -5.30397 16.67788 -11.17694
C -6.13519 16.61550 -12.43198
O -6.34338 15.30592 -13.10336
C -7.43556 14.45772 -12.62264
N -4.12975 15.80691 -11.36463
H -4.29947 18.21953 -9.87219
H -5.65154 18.73822 -10.72961
H -4.28325 18.50276 -11.71825
H -6.02669 16.22258 -10.49984
H -5.67614 17.10622 -13.29023
H -7.08425 17.14526 -12.34982
H -8.38299 14.97641 -12.47619
H -7.20150 14.14060 -11.60639
H -7.59405 13.70893 -13.39872
H -4.33052 14.82419 -11.48303
H -3.79129 16.21796 -12.22288
C 5.36282 22.30693 -12.98194
C 6.77464 22.34212 -12.44797
C 7.31960 23.76962 -12.35188
O 6.41141 24.61643 -11.58246
C 6.56823 26.04175 -11.74170
N 6.80571 21.52294 -11.24880
H 4.85552 21.35259 -13.12327
H 5.46071 22.80736 -13.94530
H 4.59128 22.76553 -12.36346
H 7.32321 21.76281 -13.19066
H 7.39623 24.07029 -13.39679
H 8.32766 23.97620 -11.99237
H 7.45175 26.46051 -11.25987
H 5.70505 26.52813 -11.28734
H 6.58937 26.17296 -12.82357
H 6.40265 22.10592 -10.52922
H 7.71514 21.24776 -10.90627
C 4.22739 13.74628 -12.77886
C 4.81722 13.70942 -11.40609
C 6.37651 13.83809 -11.49673
O 6.98979 13.51528 -10.29247
C 8.39558 13.81030 -10.39570
N 4.29619 14.74619 -10.51264
H 4.11214 12.82814 -13.35490
H 4.73051 14.47228 -13.41752
H 3.17594 14.02179 -12.69735
H 4.47308 12.83877 -10.84785
H 6.48883 14.92025 -11.56323
H 6.88096 13.55564 -12.42077
H 8.66641 14.79823 -10.02323
H 8.82586 13.61320 -11.37759
H 8.84004 13.13105 -9.66826
H 5.07398 14.73293 -9.86845
H 4.51921 15.67806 -10.83197
```

Its strongest force on any atom is 0.146 hartree/bohr. Its net charge is +3. As for the calculated total energy: -77751.7112 eV.